[1]
{
  "formula": "C4H5N3",
  "method": "ωB97M-V with the def2-TZVPD basis set",
  "e_lumo_ev": 0.00,
  "fmax_ev_per_a": 1.2,
  "gap_ev": 11.013,
  "e_homo_ev": -11.02,
  "elements": ["N", "C", "C", "C", "N", "C", "N", "H", "H", "H", "H", "H"],
  "positions_angstrom": [[2.638, 0.467, 1.146], [3.594, -0.167, 1.390], [0.112, -0.241, -0.666], [-1.233, -0.857, -0.867], [-2.117, -0.018, -0.081], [-1.350, 0.860, 0.438], [0.038, 0.773, 0.121], [1.060, -0.588, -1.070], [-1.545, -0.888, -1.917], [-1.253, -1.889, -0.490], [-1.692, 1.650, 1.101], [1.749, 0.900, 0.895]],
  "forces_ev_per_angstrom": [[1.0, -0.6, 0.3], [-0.9, 0.7, -0.2], [0.0, 0.1, 0.1], [0.1, 0.0, -0.1], [0.2, 0.2, 0.1], [-0.2, 0.0, 0.0], [-0.1, -0.3, -0.2], [-0.1, 0.0, 0.0], [0.0, 0.0, 0.1], [0.0, 0.1, -0.1], [0.0, -0.1, -0.1], [0.0, 0.0, 0.0]]
}


[2]
{
  "formula": "C4H5N3",
  "method": "ωB97M-V with the def2-TZVPD basis set",
  "e_lumo_ev": [0.22, -0.40],
  "fmax_ev_per_a": 1.7,
  "gap_ev": [9.240, 6.575],
  "e_homo_ev": [-9.02, -6.98],
  "elements": ["N", "C", "C", "C", "N", "C", "N", "H", "H", "H", "H", "H"],
  "positions_angstrom": [[2.958, -0.994, 0.208], [1.855, -0.571, -0.089], [0.448, -0.211, 0.242], [-0.800, -0.907, -0.272], [-1.862, 0.100, -0.269], [-1.339, 1.158, 0.201], [0.028, 1.059, 0.507], [1.869, -0.336, -1.178], [-0.688, -1.345, -1.268], [-1.095, -1.733, 0.398], [-1.867, 2.092, 0.367], [0.493, 1.687, 1.152]],
  "forces_ev_per_angstrom": [[0.2, -0.2, 1.0], [-0.9, 0.6, -1.3], [-0.1, -1.1, 0.9], [0.3, -0.4, 0.0], [0.2, 0.2, 0.0], [0.3, 0.0, 0.1], [-0.2, 1.0, 0.2], [0.0, 0.1, -0.5], [0.0, 0.0, 0.0], [0.1, 0.1, -0.2], [0.1, -0.1, 0.0], [-0.1, -0.1, -0.2]]
}


[3]
{
  "formula": "C4H5N3",
  "method": "ωB97M-V with the def2-TZVPD basis set",
  "e_lumo_ev": 0.10,
  "fmax_ev_per_a": 3.3,
  "gap_ev": 9.295,
  "e_homo_ev": -9.20,
  "elements": ["C", "N", "N", "C", "C", "N", "C", "H", "H", "H", "H", "H"],
  "positions_angstrom": [[0.332, 1.369, -0.174], [1.380, 0.735, 0.115], [1.468, -0.634, 0.328], [0.504, -1.244, -0.352], [-0.886, -0.710, -0.496], [-1.456, -0.179, 0.828], [-1.039, 0.714, -0.228], [0.373, 2.465, -0.695], [0.720, -2.334, -0.421], [-1.603, -1.303, -1.159], [-0.826, -0.234, 1.588], [-1.878, 1.183, -0.703]],
  "forces_ev_per_angstrom": [[-1.9, 1.9, -1.8], [1.2, 1.5, 0.5], [-2.2, -0.5, -2.4], [1.0, -1.0, 2.6], [0.1, -2.3, 0.0], [-1.0, -0.4, -2.3], [0.9, 1.2, 0.4], [0.3, -2.6, 1.7], [-0.6, 0.8, -0.3], [1.0, 1.0, 1.2], [1.2, -0.2, 0.5], [0.0, 0.7, -0.2]]
}


[4]
{
  "formula": "C4H5N3",
  "method": "ωB97M-V with the def2-TZVPD basis set",
  "e_lumo_ev": 0.14,
  "fmax_ev_per_a": 1.1,
  "gap_ev": 9.441,
  "e_homo_ev": -9.30,
  "elements": ["C", "N", "C", "C", "N", "C", "N", "H", "H", "H", "H", "H"],
  "positions_angstrom": [[-1.595, 0.049, 0.287], [-0.448, -0.334, -0.548], [0.907, -0.094, 0.074], [1.979, -0.811, -0.538], [2.841, -1.473, -0.950], [1.139, 1.221, 0.583], [1.260, 2.308, 0.973], [-1.631, -0.624, 1.149], [-2.505, -0.088, -0.300], [-1.532, 1.080, 0.647], [-0.532, -0.094, -1.538], [0.117, -1.139, 0.161]],
  "forces_ev_per_angstrom": [[-0.1, 0.1, 0.1], [0.0, -0.1, -0.2], [0.3, 0.2, 0.1], [0.7, -0.5, -0.3], [-0.8, 0.7, 0.2], [0.1, 0.8, 0.3], [-0.2, -1.1, -0.3], [0.0, 0.2, -0.1], [0.1, 0.0, 0.1], [0.0, -0.1, -0.2], [0.0, -0.2, 0.2], [-0.2, -0.1, 0.0]]
}


[5]
{
  "formula": "C4H5N3",
  "method": "ωB97M-V with the def2-TZVPD basis set",
  "e_lumo_ev": -0.20,
  "fmax_ev_per_a": 8.1,
  "gap_ev": 8.224,
  "e_homo_ev": -8.43,
  "elements": ["C", "N", "N", "C", "C", "C", "N", "H", "H", "H", "H", "H"],
  "positions_angstrom": [[2.471, -0.623, 0.134], [1.133, -0.456, -0.325], [0.613, 0.724, -0.132], [-0.724, 0.804, -0.059], [-1.462, -0.344, -0.130], [-2.977, -0.455, -0.088], [-4.138, -0.227, 0.039], [3.154, 0.238, 0.401], [2.864, -1.743, -0.001], [1.277, 1.628, 0.010], [-1.176, 1.741, 0.077], [-1.037, -1.286, 0.073]],
  "forces_ev_per_angstrom": [[-4.2, -1.4, -2.8], [7.3, -2.1, 2.8], [2.7, 4.3, 0.2], [-2.1, -2.2, -0.4], [-2.7, 0.4, 0.7], [-1.3, 2.8, 0.7], [3.9, -1.3, -0.6], [-1.0, -1.0, -0.1], [-0.8, 3.0, 0.3], [-2.3, -2.8, -0.3], [-0.3, 1.2, -0.2], [0.8, -0.8, -0.4]]
}


[6]
{
  "formula": "C4H5N3",
  "method": "ωB97M-V with the def2-TZVPD basis set",
  "e_lumo_ev": -0.16,
  "fmax_ev_per_a": 3.1,
  "gap_ev": 10.131,
  "e_homo_ev": -10.29,
  "elements": ["C", "C", "C", "N", "N", "C", "N", "H", "H", "H", "H", "H"],
  "positions_angstrom": [[-1.060, 1.123, 0.210], [1.051, -0.778, -0.111], [-0.284, 0.929, -0.969], [0.651, 0.030, -1.085], [2.096, -1.039, 0.517], [-0.325, -1.526, 0.554], [-0.763, -2.586, 0.720], [2.858, -0.390, 0.330], [-0.622, 1.377, -1.899], [-0.512, 1.502, 1.068], [-2.042, 1.561, 0.074], [-1.047, -0.203, 0.590]],
  "forces_ev_per_angstrom": [[0.1, -2.4, 1.6], [-2.0, -0.1, 2.2], [0.6, -1.5, -1.0], [0.0, 1.7, -1.1], [-0.1, 0.1, 0.3], [2.4, -1.1, -1.3], [-0.4, 0.4, 0.3], [0.1, -0.3, -0.6], [0.2, 0.1, -0.1], [-0.1, 0.1, 0.1], [0.1, 0.0, 0.1], [-0.8, 3.0, -0.5]]
}


[7]
{
  "formula": "C4H5N3",
  "method": "ωB97M-V with the def2-TZVPD basis set",
  "e_lumo_ev": 0.53,
  "fmax_ev_per_a": 4.7,
  "gap_ev": 10.151,
  "e_homo_ev": -9.62,
  "elements": ["C", "N", "N", "C", "N", "C", "C", "H", "H", "H", "H", "H"],
  "positions_angstrom": [[1.581, 1.280, -0.241], [0.430, 1.262, 0.172], [-0.276, 0.049, 0.300], [-0.094, -1.120, -0.647], [-1.378, -0.027, 0.958], [-2.123, 0.704, 1.775], [-2.305, -0.794, 1.536], [2.094, 2.234, -0.464], [2.277, 0.469, -0.506], [-1.062, -1.429, -1.023], [0.482, -0.562, -1.522], [0.374, -2.065, -0.336]],
  "forces_ev_per_angstrom": [[4.0, 0.1, -1.8], [-4.4, -0.4, 1.5], [3.1, -2.4, -2.3], [1.3, 2.4, -1.9], [-0.8, 1.9, 1.9], [-0.6, -1.3, 0.0], [0.0, 1.0, -0.2], [-0.8, -0.1, 0.6], [-0.8, -0.4, 0.2], [-0.3, 0.3, 0.0], [-1.0, -1.8, 1.5], [0.4, 0.9, 0.5]]
}


[8]
{
  "formula": "C4H5N3",
  "method": "ωB97M-V with the def2-TZVPD basis set",
  "e_lumo_ev": 0.82,
  "fmax_ev_per_a": 0.4,
  "gap_ev": 9.777,
  "e_homo_ev": -8.96,
  "elements": ["N", "C", "C", "N", "C", "N", "C", "H", "H", "H", "H", "H"],
  "positions_angstrom": [[-2.031, -0.052, -0.176], [-0.634, -0.094, -0.125], [0.171, 1.037, -0.281], [1.486, 1.013, -0.082], [2.011, -0.166, 0.239], [1.378, -1.337, 0.227], [0.067, -1.295, 0.011], [-2.387, 0.898, -0.148], [-2.468, -0.594, 0.559], [-0.263, 1.987, -0.600], [3.062, -0.184, 0.516], [-0.458, -2.246, -0.077]],
  "forces_ev_per_angstrom": [[-0.1, 0.2, 0.0], [0.4, 0.0, 0.0], [0.0, -0.1, 0.0], [-0.2, -0.2, 0.0], [0.1, -0.1, 0.0], [-0.2, 0.2, 0.0], [-0.1, 0.1, 0.0], [0.0, -0.2, 0.0], [0.0, 0.0, -0.2], [0.0, -0.1, 0.2], [-0.1, 0.0, -0.1], [0.0, 0.1, 0.2]]
}


[9]
{
  "formula": "C4H5N3",
  "method": "ωB97M-V with the def2-TZVPD basis set",
  "e_lumo_ev": 0.32,
  "fmax_ev_per_a": 0.6,
  "gap_ev": 8.522,
  "e_homo_ev": -8.20,
  "elements": ["N", "C", "C", "N", "C", "N", "C", "H", "H", "H", "H", "H"],
  "positions_angstrom": [[-1.846, 0.053, 0.393], [-0.703, -0.030, -0.399], [0.050, 1.112, -0.692], [1.257, 1.107, -0.131], [1.711, -0.029, 0.378], [1.279, -1.227, -0.031], [0.053, -1.230, -0.533], [-1.831, 0.964, 0.848], [-1.743, -0.634, 1.137], [-0.345, 2.026, -1.146], [2.438, 0.029, 1.179], [-0.320, -2.141, -1.003]],
  "forces_ev_per_angstrom": [[-0.3, -0.1, -0.3], [0.1, 0.0, 0.2], [0.0, 0.0, 0.5], [0.5, 0.1, -0.2], [0.4, 0.1, -0.1], [0.0, 0.4, -0.2], [-0.1, 0.1, 0.2], [-0.4, -0.2, -0.3], [-0.5, 0.0, -0.3], [0.1, -0.3, 0.4], [0.4, -0.1, -0.4], [-0.2, 0.1, 0.5]]
}


[10]
{
  "formula": "C4H5N3",
  "method": "ωB97M-V with the def2-TZVPD basis set",
  "e_lumo_ev": 0.62,
  "fmax_ev_per_a": 1.2,
  "gap_ev": 9.918,
  "e_homo_ev": -9.30,
  "elements": ["N", "C", "C", "C", "N", "H", "H", "C", "N", "H", "H", "H"],
  "positions_angstrom": [[-1.963, 1.650, -1.621], [-1.374, 0.652, -1.571], [-0.658, -0.563, -1.349], [0.607, -0.728, -1.751], [1.682, -0.977, -2.249], [-1.032, -1.133, -0.498], [2.611, -0.737, -1.895], [0.317, 0.276, 2.438], [-0.615, 0.016, 1.617], [0.610, 1.266, 2.825], [0.919, -0.572, 2.763], [-1.105, 0.850, 1.291]],
  "forces_ev_per_angstrom": [[0.5, -1.0, -0.1], [-0.2, 1.0, 0.0], [0.6, 0.2, 0.3], [0.1, 0.1, -0.2], [-0.5, -0.1, 0.2], [0.2, -0.2, -0.4], [-0.7, 0.2, 0.1], [-0.1, -0.1, -0.4], [0.3, 0.3, 0.3], [-0.3, -0.2, -0.3], [0.0, 0.1, 0.3], [0.0, 0.1, 0.2]]
}


One value per record, in order, for energy relative to the best compared isomer or geometry (same formula, charge and spin): 56.0, 106.9, 99.8, 108.3, 103.7, 99.2, 205.6, 15.0, 60.5, 74.4 kcal/mol.